Density functional theory data (ωB97M-V with the def2-TZVPD basis set) for a 3-piece molecular cluster, C18H32BrO4 overall in a non-equilibrium geometry.

Last column: Löwdin charge in e.
Element x y z (Å)
Br -2.275 -2.212 -1.912  0.566
C -0.678 -1.067 -2.108  -0.563
C 0.164 -1.462 -3.312  -0.323
C 1.311 -2.404 -2.988  -0.291
C 2.627 -1.696 -2.550  -0.204
C 2.410 -0.382 -1.889  -0.333
C 2.301 -0.245 -0.486  -0.088
C 2.091 0.990 0.124  -0.127
C 1.993 2.135 -0.657  -0.152
C 2.115 2.042 -2.045  -0.125
C 2.324 0.806 -2.648  -0.094
H -0.147 -1.132 -1.171  0.045
H -1.081 -0.069 -2.238  0.036
H 0.520 -0.548 -3.781  0.086
H -0.499 -1.930 -4.040  0.076
H 1.504 -2.982 -3.896  0.068
H 1.003 -3.137 -2.232  0.087
H 3.084 -2.319 -1.767  0.012
H 2.387 -1.147 0.106  0.088
H 1.994 1.010 1.201  0.077
H 1.838 3.102 -0.196  0.073
H 2.058 2.929 -2.660  0.080
H 2.451 0.715 -3.715  0.089
C 3.874 0.088 3.511  -0.112
O 2.561 -0.413 3.694  -0.200
C 2.460 -1.815 3.509  -0.207
C 2.401 -2.551 4.828  -0.205
O 3.611 -2.431 5.564  -0.191
C 3.549 -1.461 6.590  -0.121
H 3.885 1.118 3.867  0.089
H 4.613 -0.489 4.073  0.082
H 4.137 0.081 2.448  0.086
H 3.293 -2.184 2.904  0.129
H 1.534 -2.005 2.957  0.129
H 2.243 -3.616 4.633  0.124
H 1.557 -2.186 5.422  0.124
H 2.941 -1.822 7.428  0.085
H 3.136 -0.517 6.227  0.083
H 4.565 -1.290 6.943  0.086
C -5.502 0.057 -1.488  -0.114
O -5.945 0.967 -2.484  -0.191
C -6.395 2.203 -1.965  -0.217
C -5.335 3.277 -2.085  -0.216
O -4.213 3.003 -1.267  -0.192
C -3.110 2.445 -1.969  -0.103
H -4.969 -0.747 -1.989  0.043
H -4.824 0.537 -0.781  0.085
H -6.357 -0.363 -0.945  0.087
H -6.701 2.096 -0.919  0.124
H -7.274 2.502 -2.547  0.121
H -5.758 4.230 -1.750  0.121
H -5.034 3.389 -3.132  0.125
H -2.618 3.208 -2.580  0.090
H -3.418 1.612 -2.606  0.084
H -2.402 2.079 -1.229  0.090

## Properties
* HOMO-LUMO gap: 0.162 Ha
* charge: -1



Density functional theory data (ωB97M-V with the def2-TZVPD basis set) for a 3-piece molecular cluster, C18H32ClN3O6 overall.

Last column: Löwdin charge in e.
Element x y z (Å)
C 3.892 -0.917 0.940  0.023
C 3.037 0.308 0.842  -0.469
O 3.451 1.435 0.776  0.142
N 1.605 0.007 0.811  -0.092
C 1.015 0.386 -0.491  -0.025
C 0.887 0.560 1.970  -0.382
C 1.746 0.331 3.150  -0.181
N 2.429 0.160 4.052  0.254
C 0.502 2.058 1.852  -0.086
C 0.667 2.929 3.113  -0.078
C 2.059 3.517 3.243  -0.508
O 2.514 4.245 2.411  0.141
O 2.688 3.294 4.441  0.068
C -0.436 -0.289 2.230  -0.774
O -1.458 0.073 1.354  -0.042
Cl -0.103 -2.041 2.100  0.787
C -0.925 -0.062 3.610  -0.217
N -1.316 0.070 4.678  0.219
H 3.486 -1.669 0.264  0.088
H 4.927 -0.686 0.711  0.089
H 3.783 -1.308 1.953  0.086
H 1.669 1.061 -1.042  0.095
H 0.906 -0.514 -1.102  0.090
H 0.029 0.824 -0.382  0.085
H 1.097 2.512 1.061  0.124
H -0.536 2.141 1.539  0.119
H 0.349 2.439 4.030  0.111
H 0.014 3.794 2.973  0.134
H 3.156 2.445 4.412  0.091
H -1.598 -0.655 0.731  0.100
C -5.686 -1.369 2.530  -0.072
C -4.677 -0.615 1.682  -0.283
O -4.640 -1.013 0.320  -0.167
C -5.843 -0.854 -0.411  -0.281
C -6.339 0.579 -0.485  -0.078
H -5.500 -2.443 2.480  0.083
H -5.607 -1.050 3.569  0.080
H -6.713 -1.191 2.206  0.067
H -3.676 -0.811 2.057  0.094
H -4.836 0.466 1.762  0.113
H -6.623 -1.511 -0.011  0.108
H -5.613 -1.213 -1.414  0.117
H -6.597 0.977 0.497  0.067
H -7.232 0.631 -1.108  0.077
H -5.575 1.226 -0.918  0.081
C 2.637 -2.961 -4.075  -0.078
C 1.895 -1.822 -4.754  -0.282
O 2.078 -0.562 -4.132  -0.171
C 3.410 -0.083 -4.069  -0.287
C 4.070 0.102 -5.425  -0.077
H 2.342 -3.039 -3.027  0.075
H 2.404 -3.904 -4.571  0.077
H 3.719 -2.828 -4.112  0.067
H 0.822 -2.007 -4.706  0.118
H 2.160 -1.769 -5.815  0.108
H 4.022 -0.729 -3.429  0.106
H 3.338 0.882 -3.566  0.116
H 4.179 -0.841 -5.961  0.067
H 5.065 0.528 -5.297  0.078
H 3.481 0.777 -6.047  0.083

## Properties
* HOMO-LUMO gap: 0.374 Ha
* structure (SMILES): CC(=O)N(C)[C@@](C#N)(CCC(=O)O)[C@@](O)(Cl)C#N.CCOCC.CCOCC



Density functional theory data (ωB97M-V with the def2-TZVPD basis set) for a 3-piece molecular cluster, C18H32F2IN6O4 overall in a non-equilibrium geometry.

Last column: Löwdin charge in e.
Element x y z (Å)
O -3.892 -1.456 -0.220  0.119
N -3.475 -2.435 -0.750  0.009
O -3.985 -3.553 -0.118  -0.065
C -3.071 -4.002 0.921  -0.152
C -3.747 -4.196 2.312  0.174
C -2.658 -4.639 3.391  0.147
C -1.250 -4.744 2.740  -0.159
N -0.128 -5.109 3.684  0.053
C 0.225 -3.913 4.478  -0.303
O 0.704 -2.932 3.841  0.101
F 0.112 -3.807 5.894  0.099
C -0.484 -6.283 4.514  -0.311
O -0.018 -7.396 4.149  0.158
F -1.281 -6.267 5.688  0.081
N -0.852 -4.547 1.388  -0.446
I 1.130 -4.761 0.750  1.115
N -1.747 -4.180 0.478  0.105
H -4.849 -4.055 2.567  0.147
H -2.913 -4.809 4.496  0.147
C -2.553 5.244 -2.513  -0.089
C -2.024 3.824 -2.335  -0.270
N -1.514 3.547 -0.996  -0.189
C -0.769 2.294 -0.912  -0.252
C -1.535 0.996 -1.163  -0.091
C -2.433 3.800 0.110  -0.246
C -3.767 3.055 0.110  -0.087
H -1.792 5.984 -2.250  0.082
H -2.832 5.407 -3.558  0.075
H -3.443 5.428 -1.907  0.065
H -1.210 3.696 -3.056  0.118
H -2.814 3.119 -2.623  0.097
H -0.277 2.229 0.066  0.106
H 0.055 2.343 -1.634  0.105
H -2.163 0.727 -0.313  0.038
H -0.825 0.173 -1.303  0.058
H -2.157 1.042 -2.059  0.073
H -2.646 4.874 0.139  0.104
H -1.921 3.605 1.060  0.115
H -4.244 3.045 -0.873  0.069
H -4.459 3.542 0.802  0.074
H -3.653 2.024 0.451  0.047
C 5.124 2.088 -2.569  -0.087
C 4.238 0.858 -2.401  -0.269
N 4.391 0.192 -1.111  -0.190
C 3.754 -1.121 -1.063  -0.253
C 2.233 -1.175 -1.195  -0.109
C 4.194 1.023 0.074  -0.243
C 2.847 1.728 0.230  -0.091
H 6.177 1.841 -2.407  0.082
H 5.025 2.480 -3.585  0.076
H 4.844 2.891 -1.883  0.066
H 4.514 0.157 -3.195  0.119
H 3.196 1.151 -2.585  0.096
H 4.046 -1.632 -0.138  0.108
H 4.183 -1.734 -1.865  0.111
H 1.736 -0.854 -0.278  0.050
H 1.917 -2.208 -1.380  0.034
H 1.862 -0.570 -2.025  0.068
H 4.979 1.786 0.091  0.105
H 4.385 0.426 0.973  0.115
H 2.501 2.187 -0.699  0.062
H 2.935 2.526 0.973  0.079
H 2.074 1.046 0.590  0.048

## Properties
* HOMO-LUMO gap: 0.125 Ha
* charge: +1



Density functional theory data (ωB97M-V with the def2-TZVPD basis set) for one molecule with the formula C18H32F2NOPSSi in a non-equilibrium geometry.

Last column: Löwdin charge in e.
Element x y z (Å)
C 5.124 1.845 2.440  -0.087
C 3.939 1.171 1.536  -0.269
N 4.318 -0.200 1.081  -0.102
C 3.321 -0.803 0.142  -0.244
C 1.871 -1.082 0.809  -0.283
P 0.415 -0.654 -0.365  0.594
C 0.809 -0.633 -2.214  -0.246
S 1.013 1.465 -0.300  0.400
C -0.251 -2.438 -0.381  -0.493
F 0.840 -3.276 -0.891  -0.072
F -0.520 -2.974 0.948  -0.051
C -1.506 -2.727 -1.319  -0.183
C -2.463 -1.482 -1.640  -0.279
Si -3.776 -1.094 -0.272  0.542
C -3.716 -2.265 1.234  -0.207
C -5.539 -1.272 -1.074  -0.217
C -3.585 0.767 0.145  -0.237
C -4.323 1.794 -0.800  -0.056
C -4.158 3.331 -0.530  -0.066
C -3.295 3.902 0.636  -0.071
C -2.587 2.897 1.577  -0.075
C -2.750 1.366 1.303  -0.102
C 5.566 0.007 0.270  -0.401
C 5.686 1.007 -0.970  -0.025
O 6.605 -0.621 0.607  0.045
H 5.912 1.074 2.759  0.083
H 4.660 2.252 3.418  0.077
H 5.606 2.715 1.871  0.075
H 3.009 1.189 2.219  0.105
H 3.718 1.912 0.692  0.076
H 3.255 -0.237 -0.861  0.088
H 3.734 -1.850 -0.133  0.142
H 1.875 -2.171 1.147  0.090
H 1.692 -0.456 1.764  0.085
H -0.801 -0.237 0.266  0.000
H -0.030 -0.986 -2.898  0.061
H 1.128 0.439 -2.479  0.018
H 1.727 -1.297 -2.423  0.078
H 0.640 1.840 1.005  -0.144
H -2.157 -3.534 -0.806  0.117
H -1.164 -3.199 -2.316  0.127
H -3.091 -1.790 -2.567  0.094
H -1.936 -0.515 -1.941  0.062
H -4.578 -1.933 1.936  0.056
H -3.987 -3.326 0.901  0.048
H -2.767 -2.201 1.869  0.037
H -5.553 -0.735 -2.100  0.036
H -6.356 -0.779 -0.449  0.046
H -5.789 -2.373 -1.277  0.043
H -4.955 1.415 -1.669  0.075
H -4.703 4.051 -1.225  0.080
H -3.146 5.014 0.820  0.085
H -1.913 3.219 2.448  0.090
H -2.199 0.629 1.991  0.085
H 5.925 0.446 -1.945  0.097
H 4.706 1.585 -1.169  0.074
H 6.498 1.808 -0.819  0.099

## Properties
* HOMO-LUMO gap: 0.335 Ha
* structure (SMILES): CCN(CC[PH](C)(S)C(F)(F)CC[Si](C)(C)c1ccccc1)C(C)=O
* relative energy (zero: lowest compared OMol25 entry of this formula, charge and spin): 656.89 kJ/mol



| no. | E (eV) |
| --- | --- |
| 1 | -97414.069 |
| 2 | -48460.223 |
| 3 | -49833.392 |
| 4 | -56152.664 |